1.
{
  "formula": "C22H42ClF6N2O4PdS2SbSi3",
  "method": "ωB97M-V/def2-TZVPD",
  "elements": ["Pd", "F", "C", "F", "F", "S", "O", "O", "N", "S", "O", "O", "C", "F", "F", "F", "Cl", "C", "C", "C", "C", "C", "C", "C", "H", "H", "H", "H", "H", "H", "C", "C", "C", "C", "N", "H", "H", "H", "H", "H", "H", "H", "H", "H", "C", "Si", "C", "C", "Sb", "Si", "C", "C", "C", "Si", "C", "C", "C", "H", "H", "H", "H", "H", "H", "H", "H", "H", "H", "H", "H", "H", "H", "H", "H", "H", "H", "H", "H", "H", "H", "H", "H", "H", "H", "H"],
  "coordinates": [[0.03, -0.84, 1.05], [2.42, 1.45, 5.21], [1.49, 2.11, 4.52], [0.56, 2.53, 5.39], [2.07, 3.21, 4.00], [0.70, 1.07, 3.22], [0.42, -0.15, 3.93], [-0.37, 1.93, 2.81], [1.84, 1.03, 2.15], [2.74, -0.19, 1.69], [2.67, -1.40, 2.46], [2.95, -0.20, 0.27], [4.38, 0.48, 2.22], [5.36, -0.37, 1.88], [4.46, 0.66, 3.55], [4.66, 1.67, 1.65], [-2.30, -1.82, 4.90], [-1.29, -2.86, 3.90], [-0.42, -3.65, 4.52], [0.46, -4.53, 3.75], [0.34, -4.62, 2.43], [-0.60, -3.79, 1.60], [-1.41, -2.80, 2.45], [-2.20, -1.91, 1.83], [-0.35, -3.62, 5.60], [1.23, -5.08, 4.28], [1.01, -5.26, 1.87], [-1.34, -4.49, 1.16], [-2.77, -1.18, 2.39], [-2.30, -1.94, 0.75], [-1.35, -3.53, -1.34], [0.07, -3.65, -0.73], [1.03, -2.84, -1.61], [0.50, -5.13, -0.82], [0.15, -3.09, 0.59], [-1.40, -3.91, -2.37], [-1.63, -2.47, -1.34], [-2.08, -4.08, -0.74], [1.04, -3.19, -2.64], [2.04, -2.89, -1.19], [0.73, -1.79, -1.58], [0.45, -5.50, -1.85], [-0.14, -5.77, -0.20], [1.53, -5.23, -0.46], [0.24, 4.36, 0.91], [-1.16, 3.48, 0.01], [-1.69, 4.70, -1.35], [-2.64, 3.27, 1.13], [-0.41, 1.11, -0.70], [1.55, 1.79, -2.21], [1.11, 3.08, -3.52], [2.93, 2.50, -1.14], [2.21, 0.29, -3.12], [-2.15, 0.72, -2.53], [-3.60, -0.18, -1.74], [-1.38, -0.37, -3.86], [-2.91, 2.19, -3.46], [-0.16, 5.18, 1.51], [0.94, 4.77, 0.18], [0.78, 3.68, 1.58], [-1.41, 5.71, -1.03], [-2.78, 4.69, -1.49], [-1.23, 4.51, -2.32], [-2.98, 4.24, 1.51], [-2.38, 2.63, 1.98], [-3.47, 2.80, 0.59], [0.89, 4.05, -3.05], [0.25, 2.78, -4.12], [1.96, 3.22, -4.20], [2.58, 2.76, -0.14], [3.36, 3.39, -1.60], [3.71, 1.75, -1.01], [1.47, -0.15, -3.79], [2.52, -0.47, -2.40], [3.08, 0.60, -3.71], [-3.31, -0.65, -0.80], [-4.00, -0.96, -2.40], [-4.42, 0.52, -1.52], [-0.95, -1.27, -3.42], [-0.59, 0.16, -4.40], [-2.14, -0.67, -4.59], [-3.44, 2.85, -2.78], [-3.62, 1.80, -4.19], [-2.16, 2.78, -3.99]],
  "lowdin_charge": [0.140, 0.118, -0.667, 0.109, 0.107, 0.516, -0.290, -0.345, -0.319, 0.522, -0.280, -0.334, -0.666, 0.107, 0.109, 0.103, 0.627, -0.621, -0.139, -0.112, -0.053, -0.375, -0.284, -0.021, 0.086, 0.080, 0.084, 0.125, 0.035, 0.020, -0.071, -0.682, -0.090, -0.080, -0.065, 0.066, 0.044, 0.064, 0.075, 0.080, 0.022, 0.063, 0.062, 0.070, -0.230, 0.309, -0.237, -0.238, 0.934, 0.305, -0.238, -0.228, -0.226, 0.285, -0.234, -0.236, -0.238, 0.029, 0.018, -0.004, 0.017, 0.009, -0.007, 0.024, 0.006, 0.016, 0.010, 0.002, 0.019, 0.004, 0.023, 0.016, 0.004, 0.011, 0.027, -0.006, 0.023, 0.018, 0.009, 0.005, 0.024, 0.005, 0.021, 0.007],
  "de_lowest_kcal_mol": 40.36,
  "homo_energy_ev": [-0.178, -0.178],
  "lumo_ev": [4.45, 4.45],
  "e_tot_ha": -4366.3884,
  "charge": -2
}

2.
{
  "formula": "C5H8NO2",
  "method": "ωB97M-V/def2-TZVPD",
  "elements": ["O", "C", "O", "C", "C", "C", "C", "N", "H", "H", "H", "H", "H", "H", "H", "H"],
  "coordinates": [[3.10, -2.17, 0.04], [1.88, -2.17, -0.06], [-2.29, -1.85, 1.90], [1.03, -2.20, -1.18], [0.80, -1.92, 0.86], [-0.29, 2.59, -0.13], [-1.04, 4.14, -0.71], [0.00, 3.91, -0.03], [1.50, -2.24, -2.15], [0.01, -2.56, -1.15], [-0.25, -2.26, 0.95], [0.63, -0.87, 1.12], [-0.93, 2.14, 0.63], [0.05, 2.00, -0.98], [-1.00, 5.13, -1.16], [-3.23, -1.68, 2.05]],
  "nbo_charge": [-0.652, 0.344, -1.374, -0.520, -0.160, -0.029, -0.078, -0.514, 0.218, 0.231, 0.312, 0.202, 0.216, 0.201, 0.203, 0.402],
  "de_lowest_kcal_mol": 240.14,
  "homo_energy_ev": -3.104,
  "lumo_ev": 2.11,
  "e_tot_ha": -400.2320,
  "charge": -1
}

3.
{
  "formula": "C3H3NO",
  "method": "ωB97M-V/def2-TZVPD",
  "elements": ["C", "C", "C", "N", "O", "H", "H", "H"],
  "coordinates": [[2.20, -0.13, -0.24], [0.91, -0.34, -0.18], [-0.41, -0.79, 0.29], [-1.36, 0.11, 0.43], [-1.42, 1.29, -0.40], [3.28, 0.03, -0.65], [-0.84, -1.89, 0.65], [-2.36, 1.73, 0.09]],
  "nbo_charge": [-0.206, -0.098, -0.067, -0.116, -0.538, 0.274, 0.261, 0.492],
  "de_lowest_kcal_mol": 130.15,
  "homo_energy_ev": -9.207,
  "lumo_ev": 0.05,
  "smiles": "C#C/C=N\\O",
  "e_tot_ha": -245.8841
}